Entry 1:
73
Properties=species:S:1:pos:R:3 method="wB97M-V/def2-TZVPD" spin_multiplicity=5 e_lumo_ev="-2.703 / -4.984" homo_lumo_gap_ev="5.0 / 5.3" e_homo_ev="-7.668 / -10.325" relative_energy_kcal_mol=68.0 charge=+1
Ir -1.0043 0.0926 1.4670
S 0.1212 -4.2944 1.6251
C -0.9696 -4.1225 0.2536
C -1.4235 -5.0979 -0.6132
C -2.2490 -4.7239 -1.6682
C -2.6034 -3.3913 -1.8549
C -2.1620 -2.4107 -0.9847
C -1.3577 -2.7752 0.0972
N -0.8414 -1.9455 1.0460
C 0.0526 -2.5671 1.8836
C 0.8392 -1.7672 2.7240
C 1.8605 -2.2407 3.5749
C 2.5747 -1.3525 4.3482
C 2.3186 0.0248 4.2927
C 1.3211 0.5123 3.4571
C 0.5766 -0.3542 2.6723
H -1.1464 -6.1340 -0.4690
H -2.6082 -5.4758 -2.3579
H -3.2206 -3.1174 -2.7015
H -2.3999 -1.3644 -1.1334
H 2.0595 -3.3052 3.6121
H 3.3461 -1.7236 5.0108
H 2.8926 0.7097 4.9016
H 1.1383 1.5798 3.4236
N 0.6971 0.0632 -0.1896
S 0.8449 0.1714 -1.7744
C 2.4300 1.0104 -2.0561
C 2.8879 1.8612 -1.0633
C 4.0860 2.5349 -1.2534
C 4.8018 2.3600 -2.4287
C 4.3206 1.5197 -3.4233
C 3.1248 0.8415 -3.2445
C 1.2809 -1.4761 -2.3670
C 2.3543 -2.1434 -1.7934
C 2.6274 -3.4417 -2.1865
C 1.8340 -4.0574 -3.1480
C 0.7688 -3.3788 -3.7183
C 0.4842 -2.0778 -3.3261
H 1.4690 -0.4324 0.2468
H 2.3195 1.9764 -0.1492
H 4.4563 3.1963 -0.4817
H 5.7400 2.8799 -2.5704
H 4.8783 1.3881 -4.3408
H 2.7516 0.1787 -4.0153
H 2.9741 -1.6536 -1.0508
H 3.4656 -3.9669 -1.7484
H 2.0532 -5.0723 -3.4527
H 0.1578 -3.8610 -4.4698
H -0.3525 -1.5411 -3.7559
O -0.0215 3.0331 1.9379
B -0.6955 2.1267 1.1407
O -1.2754 2.7691 0.0528
C -0.9692 4.1044 0.1986
C -1.3130 5.1705 -0.6026
C -0.8591 6.4216 -0.1993
C -0.1015 6.5835 0.9566
C 0.2387 5.5018 1.7619
C -0.2091 4.2659 1.3522
H -1.9061 5.0344 -1.4967
H -1.1009 7.2910 -0.7956
H 0.2322 7.5729 1.2385
H 0.8230 5.6216 2.6640
I -2.5351 0.4038 4.1852
C -3.8263 0.2919 2.5180
C -5.1910 0.2481 2.7010
C -6.0006 0.2034 1.5746
C -5.3999 0.2263 0.3231
C -4.0259 0.2730 0.2403
N -3.2314 0.2891 1.3210
H -5.6095 0.2467 3.6965
H -7.0760 0.1627 1.6775
H -5.9960 0.2077 -0.5776
H -3.5215 0.3164 -0.7149

Entry 2:
21
Properties=species:S:1:pos:R:3 method="wB97M-V/def2-TZVPD" spin_multiplicity=1 e_lumo_ev=0.667 homo_lumo_gap_ev=9.4 e_homo_ev=-8.762 relative_energy_kcal_mol=82.9 smiles=CC(C)n1ncc(N)c1C#N
C -0.7444 -0.7703 2.4857
C 0.1579 -0.9387 1.2281
C 1.6723 -0.6619 1.4087
N -0.3351 -0.0204 0.2781
N -0.8624 1.1438 0.4809
C -0.9501 1.8482 -0.6362
C -0.5085 1.1247 -1.7962
N -0.2908 1.5653 -3.0489
C -0.1259 -0.1437 -1.4141
C 0.4348 -1.2804 -2.0202
N 0.7234 -2.2790 -2.5385
H -1.0589 -1.8342 2.8269
H -1.5651 -0.2602 2.2090
H -0.3008 -0.1415 3.2754
H -0.0343 -1.9854 0.6878
H 2.2416 -0.8707 0.3658
H 1.9948 -1.3066 2.0960
H 1.9433 0.4396 1.7819
H -1.2707 2.9284 -0.7200
H -0.5763 2.4994 -3.1111
H -0.5448 0.9437 -3.8392

Entry 3:
17
Properties=species:S:1:pos:R:3 method="wB97M-V/def2-TZVPD" spin_multiplicity=1 e_lumo_ev=1.114 homo_lumo_gap_ev=9.4 e_homo_ev=-8.246 relative_energy_kcal_mol=48.2
C 1.4172 -1.7360 -1.4728
C 0.2844 -0.8753 -1.2322
C 0.3654 0.1105 -0.3480
O 1.3075 0.2776 0.6615
C 0.4879 1.1801 1.4371
C -0.5767 1.1248 0.3046
C -1.9497 0.5604 0.7507
H 1.9305 -1.6096 -2.4069
H 1.1085 -2.8531 -1.5952
H 2.2980 -1.6374 -0.8349
H -0.5084 -0.9993 -1.9489
H 1.0892 2.0784 1.7597
H 0.2251 0.6775 2.3727
H -0.8350 2.1733 -0.1884
H -2.7782 1.0075 0.1595
H -1.9636 1.0395 1.6919
H -1.9020 -0.5188 0.8894

Entry 4:
93
Properties=species:S:1:pos:R:3 method="wB97M-V/def2-TZVPD" spin_multiplicity=1 e_lumo_ev=-2.751 homo_lumo_gap_ev=7.7 e_homo_ev=-10.494 charge=+1
C -2.0512 -3.6277 2.5659
C -1.2126 -4.8655 2.1834
C -1.3264 -5.1357 0.6829
C -0.9908 -3.9429 -0.2117
C 0.2913 -3.1986 0.1355
C 0.1995 -1.7505 -0.3297
C 1.5340 -1.0185 -0.3346
N 1.9104 -0.5748 1.0012
C 1.2578 0.3776 1.6408
N 1.4639 0.7947 2.8677
C 0.5260 1.6793 3.1194
C 0.3597 2.3884 4.4315
F -0.3487 1.5759 5.2388
F -0.3588 3.5065 4.2863
C 1.6917 2.6908 5.1491
F 2.1874 1.5269 5.5706
F 1.3786 3.4153 6.2302
N -0.2576 1.8589 2.0674
C -1.4523 2.6568 1.7703
C -2.6489 2.1200 2.5516
C -3.2054 0.8028 1.9727
S -4.3536 0.0308 3.1535
C -3.7810 -1.5857 3.5751
S -4.9009 -2.7370 3.7054
N -2.4431 -1.8562 3.8627
C -1.9929 -2.9133 4.6333
C -0.6570 -2.8587 4.6306
N -0.2207 -1.7851 3.8692
C -1.2963 -1.2211 3.4430
N 0.2257 1.0607 1.0919
H -2.3888 -3.7032 3.5905
H -2.9120 -3.5473 1.9143
H -1.4483 -2.7378 2.4046
H -0.1785 -4.7056 2.4594
H -1.6306 -5.7023 2.7250
H -2.3717 -5.3744 0.5059
H -0.7762 -6.0299 0.4083
H -0.9120 -4.3210 -1.2254
H -1.8330 -3.2599 -0.1913
H 0.5045 -3.2007 1.1992
H 1.1331 -3.6683 -0.3676
H -0.5532 -1.2441 0.2725
H -0.1725 -1.7459 -1.3507
H 1.4225 -0.1428 -0.9709
H 2.2927 -1.6722 -0.7289
H 2.6707 -1.0022 1.4973
H 2.4139 3.2220 4.5384
H -1.6510 2.6506 0.7083
H -1.2885 3.6838 2.0551
H -2.3251 1.9047 3.5609
H -3.4407 2.8488 2.6436
H -3.7691 1.0733 1.0884
H -2.4319 0.1315 1.6314
H -2.6146 -3.6369 5.1058
H 0.0022 -3.5387 5.1202
H -1.3604 -0.3685 2.8073
H -0.1998 1.0063 0.1816
C -0.4422 5.5990 -2.0972
C -1.6359 4.7619 -1.7105
O -1.5410 3.6850 -1.1185
N -2.8541 5.2404 -2.0304
C -3.1781 6.4807 -2.7173
H 0.4766 5.1172 -1.7765
H -0.4017 5.7297 -3.1782
H -0.5111 6.5756 -1.6167
H -3.6141 4.6419 -1.7476
H -3.8062 7.1013 -2.0780
H -3.7255 6.2602 -3.6336
H -2.2796 7.0314 -2.9686
C 4.0928 3.4657 -4.6192
C 3.6883 3.2748 -3.1774
O 2.7576 3.8976 -2.6828
N 4.4115 2.3955 -2.4427
C 5.5540 1.5967 -2.8616
H 3.4326 4.1987 -5.0709
H 5.1183 3.8294 -4.6855
H 4.0058 2.5281 -5.1691
H 4.0986 2.3148 -1.4897
H 5.3298 0.5393 -2.7338
H 6.4231 1.8522 -2.2523
H 5.7925 1.7813 -3.9031
C 2.3824 -3.1459 -5.4850
C 1.7158 -3.1533 -4.1317
O 2.2301 -2.6179 -3.1541
N 0.5209 -3.7760 -4.0257
C -0.2349 -4.4597 -5.0633
H 3.3251 -2.6138 -5.4069
H 2.5826 -4.1636 -5.8195
H 1.7540 -2.6412 -6.2192
H 0.1313 -3.7465 -3.0967
H -1.2109 -3.9878 -5.1793
H -0.3845 -5.5025 -4.7827
H 0.2867 -4.4238 -6.0124

Entry 5:
75
Properties=species:S:1:pos:R:3 method="wB97M-V/def2-TZVPD" spin_multiplicity=2 e_lumo_ev="1.907 / 1.920" homo_lumo_gap_ev="4.8 / 4.2" e_homo_ev="-2.885 / -2.253" relative_energy_kcal_mol=44.4 charge=-1
V 0.0503 -0.1944 -0.1339
S -1.4588 1.0375 1.0687
C -1.6185 2.5751 0.3105
C -2.3225 3.5695 0.9783
C -2.5422 4.8144 0.4017
C -3.2109 5.8033 1.1381
N -3.7483 6.5966 1.7746
C -2.0592 5.0669 -0.9072
C -1.3316 4.0777 -1.5689
C -1.0805 2.8509 -0.9739
S -0.0765 1.6958 -1.7679
C -2.2963 6.2848 -1.5549
N -2.4747 7.2682 -2.1276
H -2.6986 3.3528 1.9695
H -0.9400 4.2769 -2.5573
C 0.5915 4.1382 3.2362
C 0.2830 3.0185 3.9916
C 0.6759 1.7601 3.5711
C 1.3780 1.6222 2.3800
C 1.6838 2.7500 1.6212
C 1.2922 4.0049 2.0488
P 1.8325 0.0105 1.6576
C 3.3394 -0.4022 2.6066
C 3.9176 0.4216 3.5663
C 4.9789 -0.0426 4.3246
C 5.4754 -1.3196 4.1253
C 4.9083 -2.1416 3.1624
C 3.8507 -1.6827 2.4044
C 0.6861 -1.1752 2.3934
C 0.7271 -1.7809 3.6411
C -0.3260 -2.6015 4.0073
C -1.3920 -2.7770 3.1363
C -1.3953 -2.1866 1.8824
C -0.3327 -1.3925 1.4578
H 0.2871 5.1193 3.5713
H -0.2697 3.1280 4.9137
H 0.4361 0.8814 4.1547
H 2.2254 2.6255 0.6881
H 1.5227 4.8795 1.4566
H 3.5282 1.4170 3.7329
H 5.4118 0.5863 5.0917
H 6.2999 -1.6786 4.7247
H 5.2859 -3.1449 3.0215
H 3.3879 -2.3174 1.6582
H 1.5602 -1.6122 4.3124
H -0.3271 -3.0907 4.9724
H -2.2369 -3.3839 3.4420
H -2.2494 -2.3511 1.2341
C 5.0925 2.0840 -2.4967
C 4.8720 0.8521 -1.6196
C 3.5770 0.1881 -1.9107
N 2.6818 -0.0659 -1.0389
N 1.5794 -0.6623 -1.4901
C 1.6081 -0.8898 -2.7772
N 0.5766 -1.3525 -3.5088
S 3.1134 -0.3510 -3.5318
H 6.0334 2.5705 -2.2479
H 4.2931 2.8057 -2.3539
H 5.1158 1.8001 -3.5476
H 4.8653 1.1226 -0.5600
H 5.6868 0.1394 -1.7897
H -0.2270 -1.6659 -2.9399
H 0.7961 -1.8516 -4.3533
S -1.5869 -1.7226 -1.3468
C -2.7706 -0.5528 -1.7085
N -2.5430 0.3153 -2.7603
C -3.4673 1.2545 -3.1063
C -4.6696 1.3314 -2.4816
C -4.9411 0.4604 -1.4002
C -3.9916 -0.4720 -1.0402
H -1.5604 0.4879 -2.9983
H -3.1754 1.9139 -3.9078
H -5.3944 2.0651 -2.7937
H -5.8655 0.5443 -0.8478
H -4.1537 -1.1371 -0.2058

Entry 6:
86
Properties=species:S:1:pos:R:3 method="wB97M-V/def2-TZVPD" spin_multiplicity=1 e_lumo_ev=-7.124 homo_lumo_gap_ev=8.4 e_homo_ev=-15.574 relative_energy_kcal_mol=0.0 charge=+3
Ga 0.2605 -0.0728 1.6937
F 5.2983 -0.4203 -3.7681
C 4.3296 -0.6871 -2.9226
C 3.9158 -1.9955 -2.7330
F 4.4832 -2.9764 -3.4068
C 2.8945 -2.2586 -1.8384
F 2.5044 -3.5257 -1.7183
C 2.2685 -1.2415 -1.1139
P 0.9686 -1.7041 0.0482
C 1.6540 -3.0869 0.9964
C 0.9343 -4.2576 1.2014
C 1.4831 -5.2766 1.9680
C 2.7476 -5.1331 2.5201
C 3.4813 -3.9745 2.2912
C 2.9345 -2.9510 1.5342
C -0.4661 -2.2610 -0.8739
C -0.4382 -2.3895 -2.2596
C -1.5465 -2.8935 -2.9246
C -2.6711 -3.2771 -2.2107
C -2.7036 -3.1458 -0.8273
C -1.6082 -2.6298 -0.1573
C 2.6901 0.0726 -1.3348
Br 1.9035 1.5276 -0.4458
C 3.7123 0.3415 -2.2232
F 4.1266 1.5805 -2.4297
H -0.0393 -4.3898 0.7485
H 0.9305 -6.1956 2.1115
H 3.1768 -5.9374 3.1030
H 4.4903 -3.8874 2.6738
H 3.5334 -2.0787 1.2943
H 0.4339 -2.0940 -2.8274
H -1.5259 -2.9911 -4.0015
H -3.5258 -3.6845 -2.7340
H -3.5828 -3.4517 -0.2747
H -1.6359 -2.5273 0.9197
C -5.4355 4.9094 0.0481
C -4.7577 4.6948 1.3924
N -3.9757 3.4378 1.4409
C -2.6465 3.5052 1.3284
C -1.8218 2.4112 1.3313
C -0.3439 2.6106 1.2226
O 0.1464 3.4813 0.5628
O 0.3641 1.7586 1.9726
C -2.3726 1.1190 1.4186
O -1.6768 0.0410 1.3460
C -3.8056 1.0391 1.5251
C -4.4559 -0.2014 1.6051
C -5.8024 -0.2757 1.7506
F -6.3573 -1.5001 1.8180
C -6.6279 0.8763 1.8445
C -5.9820 2.0980 1.7234
C -4.5916 2.2001 1.5671
N -8.0131 0.8139 2.0121
C -8.7545 -0.4569 1.9766
C -10.2520 -0.1965 2.1155
N -10.6259 1.0500 1.3644
C -9.9521 2.2817 1.9467
C -8.7246 1.8554 2.7404
H -6.0382 5.8161 0.0876
H -6.0812 4.0759 -0.2281
H -4.6933 5.0350 -0.7402
H -5.4618 4.6897 2.2232
H -4.0540 5.4998 1.5880
H -2.2216 4.4933 1.2011
H -3.8790 -1.1144 1.5546
H -6.5722 2.9997 1.7112
H -8.4731 -1.1407 2.7790
H -8.5609 -0.9593 1.0307
H -10.5666 -0.0459 3.1452
H -10.8176 -1.0301 1.7058
H -11.6403 1.1722 1.3700
H -10.3555 0.9423 0.3853
H -10.6752 2.8000 2.5729
H -9.6853 2.9199 1.1080
H -9.0062 1.5010 3.7365
H -8.1059 2.7324 2.8965
N 2.2975 0.0365 2.5699
N 2.4438 -0.6584 3.7752
C 1.4122 -1.3152 4.3192
N 1.6155 -1.9368 5.4703
S -0.1337 -1.3747 3.5937
H 3.0645 -0.1978 1.9451
H 2.3060 1.0444 2.7352
H 3.3199 -0.5764 4.2749
H 2.5097 -1.9451 5.9370
H 0.8613 -2.4536 5.8935

Entry 7:
76
Properties=species:S:1:pos:R:3 method="wB97M-V/def2-TZVPD" spin_multiplicity=2 e_lumo_ev="0.300 / 0.305" homo_lumo_gap_ev="6.5 / 6.5" e_homo_ev="-6.192 / -6.222" relative_energy_kcal_mol=24.6
Co -0.4894 -0.3029 0.2796
S -2.0319 -1.9761 0.0299
C -2.6238 -1.6750 -1.5844
C -3.8529 -2.2376 -1.9663
C -4.3764 -2.0398 -3.2273
C -3.6913 -1.2764 -4.1713
C -2.4711 -0.7294 -3.8271
C -1.9483 -0.9134 -2.5484
S -0.3506 -0.2586 -2.1474
C -0.6192 1.5335 -2.2110
C 0.2749 2.2258 -1.2225
C 0.9456 3.3821 -1.5770
C 1.6975 4.0459 -0.6189
C 1.7450 3.5335 0.6593
C 1.0614 2.3534 0.9347
C 1.1483 1.7572 2.3152
S 0.0009 0.4107 2.6542
C -1.4937 1.2645 3.0803
C -1.6688 1.6648 4.4056
C -2.8156 2.3244 4.7982
C -3.8021 2.5731 3.8440
C -3.6434 2.1625 2.5381
C -2.4846 1.4858 2.1094
S -2.4125 0.9687 0.4515
N 0.3563 1.7126 0.0133
H -4.3946 -2.8273 -1.2378
H -5.3327 -2.4804 -3.4805
H -4.1009 -1.1225 -5.1607
H -1.9075 -0.1505 -4.5500
H -1.6586 1.7173 -1.9331
H -0.4399 1.9218 -3.2131
H 0.8629 3.7630 -2.5866
H 2.2282 4.9557 -0.8691
H 2.3077 4.0243 1.4423
H 1.0073 2.5295 3.0714
H 2.1502 1.3409 2.4557
H -0.8864 1.4462 5.1229
H -2.9486 2.6313 5.8268
H -4.7130 3.0850 4.1301
H -4.4258 2.3467 1.8129
C 3.6977 -2.3462 1.3950
C 2.3793 -2.7303 2.0515
P 0.7902 -2.4470 1.1336
C -0.3710 -3.1145 2.4158
C 0.1022 -4.1983 3.3832
C 0.9509 -3.6891 -0.2208
C 0.5784 -5.1351 0.0850
H 4.5279 -2.6837 2.0199
H 3.7903 -1.2726 1.2548
H 3.8183 -2.8062 0.4130
H 2.2789 -2.2050 3.0069
H 2.4019 -3.7946 2.3020
H -1.2647 -3.4485 1.8922
H -0.6840 -2.2377 2.9893
H 0.4947 -5.0748 2.8695
H -0.7404 -4.5292 3.9931
H 0.8718 -3.8348 4.0637
H 1.9927 -3.6204 -0.5468
H 0.3358 -3.3153 -1.0399
H 1.2297 -5.5755 0.8416
H 0.6633 -5.7487 -0.8141
H -0.4520 -5.2076 0.4351
C 2.6942 0.8227 -4.1090
As 3.8292 0.1436 -2.7018
C 4.4688 -1.5574 -3.3555
C 5.3773 1.2998 -2.7459
S 2.9005 0.0201 -0.8562
H 3.2414 0.8775 -5.0498
H 2.3571 1.8153 -3.8135
H 1.8326 0.1640 -4.2031
H 5.0318 -1.4304 -4.2795
H 3.6078 -2.2011 -3.5261
H 5.1007 -1.9974 -2.5869
H 5.8658 1.2519 -3.7184
H 6.0629 0.9826 -1.9630
H 5.0468 2.3163 -2.5405

Number 1: maximum force 1.2 eV/A. Number 2: maximum force 7.3 eV/A. Number 3: maximum force 3.9 eV/A. Number 4: maximum force 5.1 eV/A. Number 5: maximum force 2.1 eV/A. Number 6: maximum force 0.8 eV/A. Number 7: maximum force 1.1 eV/A.